[1]
Molecular formula: C6H3MgO5
Method: DFT, wB97M-V/def2-TZVPD

Geometry (Å):
1 H -1.13558 -0.68736 1.45476
2 C -1.63429 0.88753 -1.28781
3 C 0.40592 -2.66112 0.24612
4 O -1.62245 -0.29623 -0.67173
5 H 2.57256 -0.83271 0.09410
6 C 1.54422 -0.47695 0.16334
7 C -0.75857 -0.27043 0.45479
8 C 0.41841 -1.20023 0.37204
9 O -0.43677 -3.43198 0.55531
10 O -0.80435 1.75276 -0.62950
11 O -2.25277 1.17237 -2.25955
12 Mg 2.71864 2.32516 -0.32603
13 H -0.17485 1.73102 1.32641
14 C -0.17951 1.12392 0.41762
15 O 1.33939 0.86426 0.09015

The calculation puts the energy relative to the best compared isomer or geometry (same formula, charge and spin) at 0.0 kcal/mol. For the largest force on an atom, the calculation gives 0.1620 hartree/bohr. The expectation value of S² is 0.75. As for the net charge: +2. Its spin multiplicity is 2. The calculation puts the total energy at -805.9288 a.u. Its HOMO-LUMO gap (alpha / beta) is 0.14662 / 0.26144 hartree.

[2]
Molecular formula: C5H5N
Method: DFT, wB97M-V/def2-TZVPD

Geometry (Å):
1 C -1.15066 0.24930 -0.07469
2 C 0.74942 1.99240 0.26140
3 H 1.51662 2.27217 -0.45624
4 H -1.67772 -1.86981 -0.09377
5 H 2.11807 -2.18060 -0.41475
6 C -0.15012 1.09356 -0.01573
7 H -2.15314 0.58289 -0.31740
8 C -0.87032 -1.16819 0.05453
9 C 1.46037 -1.98484 0.44534
10 H -0.16348 2.62846 0.45255
11 N 0.32095 -1.61533 0.15875

The calculation puts the energy relative to the best compared isomer or geometry (same formula, charge and spin) at 139.3 kcal/mol. For the largest force on an atom, the calculation gives 0.0417 hartree/bohr. As for the net charge: 0. The calculation puts the total energy at -248.0531 a.u. Its HOMO-LUMO gap (alpha / beta) is 0.28190 / 0.28185 hartree.

[3]
Molecular formula: C12H28ClN4O4
Method: DFT, wB97M-V/def2-TZVPD

Geometry (Å):
1 O -0.04683 -1.24791 -6.94586
2 C 3.60768 1.86129 -5.61118
3 C -1.95156 3.68345 -0.28623
4 H -1.89944 -1.75187 -1.37559
5 H 0.95209 -1.72168 -4.54147
6 C -0.05502 -0.54938 -5.94169
7 H -3.90400 2.01098 -2.79306
8 H -1.41007 -0.61061 -0.11032
9 H 0.27810 7.08893 -1.68859
10 H 0.05359 -0.40075 -3.79283
11 H 3.64929 0.07947 -1.53593
12 H 3.05770 2.74744 -5.93563
13 C 0.01323 -1.16844 -4.56972
14 C -3.70522 1.12951 -3.41656
15 N 3.05719 1.41760 -4.35437
16 H -2.96032 1.38004 -4.16463
17 O -2.26872 6.04866 0.01623
18 H -0.57422 1.07736 -7.99455
19 H 2.11316 0.71781 -2.14622
20 H -1.42659 7.36102 -2.00795
21 H -0.47772 4.55611 -2.11220
22 Cl 0.23690 2.59450 -3.16064
23 C -0.60918 6.66143 -2.17247
24 H -4.68517 0.88442 -3.81848
25 C -1.38156 -0.81623 -1.18484
26 H -0.53953 2.52101 -7.02989
27 H -1.46500 0.90395 -2.40670
28 H -2.79287 3.23085 -0.80386
29 H -0.82535 -1.84074 -4.41174
30 C 3.68484 0.48535 -3.61391
31 H -0.41294 6.61309 -3.24281
32 N -0.10666 0.79828 -5.97797
33 C -3.27333 0.03875 -2.45712
34 H 2.22402 1.88045 -3.99965
35 H 3.52512 1.08112 -6.36814
36 O 4.77421 0.01327 -3.91722
37 H 1.00347 1.68209 -7.53312
38 C 2.95387 0.05790 -2.37295
39 H 2.55021 -0.94589 -2.50429
40 H -0.33036 -0.84432 -1.46813
41 H 4.64010 2.20484 -5.51921
42 N -0.89886 5.35748 -1.65309
43 H -1.03458 3.11300 -0.41956
44 H -0.33054 1.29383 -5.12727
45 H -2.19996 3.65376 0.77899
46 O -3.98164 -0.91369 -2.18159
47 N -2.04249 0.24572 -1.90301
48 C -0.02523 1.57693 -7.18858
49 C -1.73671 5.13957 -0.61681

The calculation puts the energy relative to the best compared isomer or geometry (same formula, charge and spin) at 6.6 kcal/mol. For the largest force on an atom, the calculation gives 0.0224 hartree/bohr. As for the net charge: -1. The calculation puts the total energy at -1454.4353 a.u. Its HOMO-LUMO gap is 0.35430 hartree.

[4]
Molecular formula: C3H10NO
Method: DFT, wB97M-V/def2-TZVPD

Geometry (Å):
1 C -0.32888 1.61288 0.69388
2 H -0.95790 -0.03200 2.61170
3 C 0.34526 -0.90315 -2.06691
4 H 1.30268 0.93081 1.88336
5 H -1.41297 1.51236 0.56615
6 C 0.54847 0.45828 1.30458
7 H -0.84311 -2.71266 -2.02602
8 H 0.01284 1.96035 -0.36623
9 H 1.09538 -0.14372 0.57371
10 O -0.20643 -0.50075 2.09880
11 H 0.63657 -0.00449 -1.50052
12 H 0.44912 -0.72305 -3.15025
13 N -0.27985 -1.94859 -1.51959
14 H -0.18743 -1.92965 -0.48814
15 H -0.17374 2.42338 1.38549

The calculation puts the energy relative to the best compared isomer or geometry (same formula, charge and spin) at 99.3 kcal/mol. For the largest force on an atom, the calculation gives 0.0680 hartree/bohr. The expectation value of S² is 0.75. As for the net charge: +2. Its spin multiplicity is 2. The calculation puts the total energy at -249.4428 a.u. Its HOMO-LUMO gap (alpha / beta) is 0.45332 / 0.28577 hartree.